Arrangement P

{
  "formula": "C5H9NO2",
  "method": "wB97M-V/def2-TZVPD",
  "homo_lumo_gap_ev": 3.661,
  "total_charge": 0,
  "species": ["C", "C", "N", "C", "C", "C", "O", "O", "H", "H", "H", "H", "H", "H", "H", "H", "H"],
  "xyz": [[1.352, -1.665, -0.942], [2.412, -0.890, -0.416], [-1.336, 1.901, -0.308], [-0.501, 0.528, 1.588], [-0.622, 0.781, 0.102], [-2.014, 0.296, -0.482], [-1.970, -0.384, -1.481], [2.349, 0.231, 0.121], [1.679, -2.494, -1.551], [0.312, -1.400, -0.848], [3.449, -1.265, -0.488], [-0.890, 2.260, -1.157], [-0.901, -0.443, 1.891], [0.454, 0.627, 2.099], [-1.121, 1.243, 2.145], [0.186, 0.399, -0.506], [-2.838, 0.277, 0.231]]
}

***

Arrangement Q

{
  "formula": "C5H9NO2",
  "method": "wB97M-V/def2-TZVPD",
  "homo_lumo_gap_ev": 10.191,
  "smiles": "O=C(O)[C@@H]1CCCN1",
  "total_charge": 0,
  "species": ["O", "C", "O", "C", "C", "C", "C", "N", "H", "H", "H", "H", "H", "H", "H", "H", "H"],
  "xyz": [[-2.244, 1.062, -0.244], [-1.469, 0.148, -0.032], [-1.866, -1.106, -0.301], [-0.129, 0.127, 0.729], [0.837, 1.251, 0.133], [2.148, 0.696, -0.205], [1.742, -0.802, -0.459], [0.562, -1.196, 0.411], [-0.934, -1.591, -0.266], [-0.468, 0.225, 1.780], [0.404, 1.588, -0.874], [0.598, 2.336, 0.815], [2.749, 1.098, -1.087], [2.950, 0.646, 0.591], [1.484, -0.885, -1.548], [2.575, -1.468, -0.178], [0.823, -1.752, 1.246]]
}

***

Most stable: arrangement Q (next structure +0.2261 hartree)

***

Arrangement P

{
  "formula": "C5H9NO2",
  "method": "wB97M-V/def2-TZVPD",
  "homo_lumo_gap_ev": 9.582,
  "total_charge": 0,
  "species": ["C", "C", "C", "C", "C", "H", "H", "H", "H", "H", "H", "H", "H", "H", "N", "O", "O"],
  "xyz": [[0.076, 1.280, 1.000], [-1.457, 1.357, 1.135], [-0.832, 0.568, 0.040], [-0.901, -0.867, 0.046], [0.362, -1.572, -0.816], [0.166, 3.566, 0.056], [1.449, 2.127, 0.225], [0.895, 0.637, 1.880], [-1.919, 0.688, 2.256], [-1.664, 2.279, 0.768], [-0.885, 0.958, -0.982], [-1.762, -1.676, -0.466], [-1.160, -1.593, 1.208], [1.789, -1.210, -1.489], [0.771, 2.493, 0.774], [1.288, -0.719, -1.144], [0.488, -2.759, -1.019]]
}

***

Arrangement Q

{
  "formula": "C5H9NO2",
  "method": "wB97M-V/def2-TZVPD",
  "homo_lumo_gap_ev": 10.185,
  "total_charge": 0,
  "species": ["C", "C", "C", "C", "C", "H", "H", "H", "H", "H", "H", "H", "H", "H", "N", "O", "O"],
  "xyz": [[0.930, -0.794, -0.396], [0.028, -1.773, 0.484], [-0.942, 0.297, 0.394], [-0.800, 1.826, 0.459], [0.555, 0.487, 0.239], [0.539, 0.185, -1.944], [1.980, -1.014, -0.205], [-0.342, -2.561, -0.217], [0.601, -2.241, 1.251], [-1.917, -1.320, 1.169], [-1.370, 0.084, -0.634], [-1.462, 2.489, -0.228], [-0.601, 2.270, 1.415], [1.138, 0.516, 1.150], [-0.981, -0.935, 1.158], [0.771, -0.739, -1.812], [0.438, 1.725, -0.307]]
}

***

Most stable: arrangement Q (next structure +0.1817 hartree)

***

Arrangement P

{
  "formula": "C5H9NO2",
  "method": "wB97M-V/def2-TZVPD",
  "homo_lumo_gap_ev": 9.106,
  "total_charge": 0,
  "species": ["C", "C", "C", "C", "C", "H", "H", "H", "H", "H", "H", "H", "H", "H", "N", "O", "O"],
  "xyz": [[-2.277, -1.126, 0.338], [-1.190, 0.026, -0.047], [0.241, -0.148, -0.740], [2.304, -0.095, 0.073], [0.127, 0.020, 0.656], [-3.457, -1.037, -0.295], [-1.639, -2.089, -0.145], [-2.474, -1.172, 1.553], [-1.018, 2.098, 0.407], [-2.857, 1.227, -0.117], [0.224, 0.921, -1.348], [2.986, 0.911, -0.284], [2.732, -1.024, 0.471], [-0.044, -1.032, 0.971], [-1.862, 1.367, -0.428], [1.420, -0.548, -1.095], [1.499, 0.494, 1.107]]
}

***

Arrangement Q

{
  "formula": "C5H9NO2",
  "method": "wB97M-V/def2-TZVPD",
  "homo_lumo_gap_ev": [7.980, 7.981],
  "total_charge": 0,
  "species": ["C", "C", "C", "N", "C", "C", "O", "O", "H", "H", "H", "H", "H", "H", "H", "H", "H"],
  "xyz": [[1.073, -1.394, 0.887], [0.411, 0.840, -1.126], [0.056, -0.450, -1.241], [-1.763, 0.800, 1.719], [-0.058, -1.256, -0.083], [0.898, 2.043, -1.151], [-0.916, 0.335, 0.765], [-0.610, -0.889, -2.377], [-0.871, -0.118, -2.897], [-2.568, 0.257, 2.022], [-1.255, 1.109, 2.550], [-0.725, -2.109, -0.181], [0.445, 2.845, -0.576], [1.782, 2.285, -1.737], [0.696, -1.688, 1.871], [1.789, -2.155, 0.554], [1.615, -0.454, 1.001]]
}

***

Most stable: arrangement Q (next structure +0.1582 hartree)

***

Arrangement P

{
  "formula": "C5H9NO2",
  "method": "wB97M-V/def2-TZVPD",
  "homo_lumo_gap_ev": 8.942,
  "smiles": "CO/C(N)=C\\C(C)=O",
  "total_charge": 0,
  "species": ["C", "O", "C", "N", "C", "C", "C", "O", "H", "H", "H", "H", "H", "H", "H", "H", "H"],
  "xyz": [[1.360, 1.842, 0.255], [1.788, 0.604, -0.309], [1.110, -0.560, -0.129], [1.919, -1.601, -0.449], [-0.217, -0.658, 0.257], [-1.267, 0.135, -0.309], [-2.695, -0.344, 0.057], [-1.038, 1.086, -1.068], [0.597, 2.366, -0.310], [2.323, 2.377, 0.315], [1.124, 1.775, 1.365], [2.910, -1.382, -0.632], [1.628, -2.566, -0.506], [-0.456, -1.460, 0.934], [-2.650, -1.465, 0.062], [-2.990, -0.114, 1.125], [-3.446, -0.035, -0.656]]
}

***

Arrangement Q

{
  "formula": "C5H9NO2",
  "method": "wB97M-V/def2-TZVPD",
  "homo_lumo_gap_ev": 9.706,
  "smiles": "CC1(N)[C@@H]2OCO[C@H]21",
  "total_charge": 0,
  "species": ["C", "C", "N", "C", "O", "C", "O", "C", "H", "H", "H", "H", "H", "H", "H", "H", "H"],
  "xyz": [[-2.271, -1.167, 0.306], [-1.178, -0.048, 0.005], [-1.752, 1.211, -0.452], [0.167, -0.033, -0.669], [1.457, -0.619, -1.053], [2.203, -0.208, 0.061], [1.419, 0.668, 0.963], [0.136, 0.097, 0.741], [-2.761, -1.024, -0.691], [-1.658, -1.968, 0.559], [-3.038, -0.800, 0.997], [-1.098, 1.850, -0.531], [-2.573, 1.718, 0.057], [0.377, 0.890, -1.046], [2.870, 0.564, -0.126], [2.613, -1.124, 0.524], [0.177, -0.815, 1.484]]
}

***

Arrangement R

{
  "formula": "C5H9NO2",
  "method": "wB97M-V/def2-TZVPD",
  "homo_lumo_gap_ev": [8.945, 8.946],
  "total_charge": 0,
  "species": ["C", "C", "C", "C", "C", "O", "O", "N", "H", "H", "H", "H", "H", "H", "H", "H", "H"],
  "xyz": [[0.654, -0.223, 2.155], [-1.268, 1.536, -0.936], [-0.451, 0.741, 0.026], [0.768, -0.201, -1.021], [0.264, -1.199, -1.769], [1.556, -0.739, 1.376], [-0.129, -1.113, 2.864], [-0.457, 0.679, 1.231], [-0.232, -1.899, 2.311], [1.226, -0.595, 0.125], [0.974, 0.573, 2.833], [1.406, 0.533, -1.507], [-1.921, 2.209, -0.381], [-0.627, 2.109, -1.606], [-1.867, 0.857, -1.545], [0.480, -1.311, -2.826], [-0.376, -1.957, -1.328]]
}

***

Most stable: arrangement P (next structure +0.0968 hartree)